Entry 1:
{"formula": "C133H120O23", "method": "ωB97M-V with the def2-TZVPD basis set", "elements": ["C", "C", "C", "C", "C", "C", "C", "O", "C", "C", "C", "C", "C", "C", "C", "O", "H", "H", "H", "H", "H", "H", "H", "H", "C", "C", "C", "C", "C", "C", "C", "O", "C", "C", "C", "C", "C", "C", "C", "O", "H", "H", "H", "H", "H", "H", "H", "H", "C", "C", "C", "C", "C", "C", "C", "O", "C", "C", "C", "C", "C", "C", "C", "O", "H", "H", "H", "H", "H", "H", "H", "H", "C", "C", "C", "C", "C", "C", "C", "O", "C", "C", "C", "C", "C", "C", "C", "O", "H", "H", "H", "H", "H", "H", "H", "H", "C", "C", "C", "C", "C", "C", "C", "O", "C", "C", "C", "C", "C", "C", "C", "O", "H", "H", "H", "H", "H", "H", "H", "H", "C", "C", "C", "C", "C", "C", "C", "O", "C", "C", "C", "C", "C", "C", "C", "O", "H", "H", "H", "H", "H", "H", "H", "H", "C", "C", "C", "C", "C", "C", "C", "O", "C", "C", "C", "C", "C", "C", "C", "O", "H", "H", "H", "H", "H", "H", "H", "H", "C", "C", "C", "C", "C", "C", "C", "O", "C", "C", "C", "C", "C", "C", "C", "O", "H", "H", "H", "H", "H", "H", "H", "H", "C", "C", "C", "O", "H", "H", "H", "H", "H", "H", "H", "H", "C", "C", "C", "O", "H", "H", "H", "H", "H", "H", "H", "H", "C", "C", "C", "O", "H", "H", "H", "H", "H", "H", "H", "H", "C", "C", "C", "O", "H", "H", "H", "H", "H", "H", "H", "H", "C", "C", "C", "O", "H", "H", "H", "H", "H", "H", "H", "H", "C", "C", "C", "O", "H", "H", "H", "H", "H", "H", "H", "H", "C", "C", "C", "O", "H", "H", "H", "H", "H", "H", "H", "H"], "positions_angstrom": [[9.07096, 0.89853, 3.90421], [9.70462, 2.07543, 4.33790], [10.00583, 3.07039, 3.43774], [9.56649, 2.93338, 2.13183], [9.02174, 1.74345, 1.69801], [8.80557, 0.70456, 2.59407], [8.81766, 1.43691, 0.28472], [8.31133, 0.37974, -0.03150], [9.00191, 2.60107, -0.69364], [8.79884, 2.47472, -2.04975], [9.06035, 3.54809, -2.94126], [9.69980, 4.68916, -2.49026], [9.75881, 4.85640, -1.10303], [9.42904, 3.85698, -0.23061], [9.65281, 4.08983, 1.16250], [9.73163, 5.19146, 1.61817], [8.85005, 0.17184, 4.73571], [9.95282, 2.17770, 5.32372], [10.47428, 4.02332, 3.68112], [8.51404, -0.30904, 2.18276], [8.23020, 1.67626, -2.47536], [8.91829, 3.42211, -4.01220], [9.98843, 5.49697, -3.15587], [10.03292, 5.77351, -0.64853], [-6.21758, 4.61332, -9.23868], [-5.52041, 5.51507, -8.48467], [-4.34227, 5.10295, -7.88588], [-3.80959, 3.85873, -8.08070], [-4.59826, 2.87130, -8.73191], [-5.78691, 3.29632, -9.34898], [-4.22475, 1.40068, -8.80243], [-4.99041, 0.59327, -9.23496], [-2.82100, 1.10444, -8.48089], [-2.30427, -0.13729, -8.88029], [-0.97225, -0.39202, -8.67687], [-0.16009, 0.55150, -7.97736], [-0.62138, 1.76959, -7.60290], [-1.96590, 2.02761, -7.84737], [-2.48091, 3.42483, -7.58524], [-1.77577, 4.22354, -7.02455], [-7.15793, 4.85853, -9.78138], [-5.85820, 6.52496, -8.37725], [-3.71996, 5.75905, -7.43030], [-6.47935, 2.56458, -9.70299], [-2.97609, -0.82393, -9.44604], [-0.55285, -1.33940, -8.98574], [0.90175, 0.33196, -7.94545], [0.04392, 2.62259, -7.39549], [-5.51397, -2.42494, -7.51134], [-5.87423, -1.67551, -6.36871], [-5.02241, -1.29904, -5.36536], [-3.64679, -1.59665, -5.60302], [-3.21652, -2.42552, -6.67069], [-4.17824, -2.72614, -7.64937], [-1.81284, -2.64842, -7.00397], [-1.53752, -3.25911, -7.99737], [-0.77959, -2.22132, -5.92667], [0.58655, -2.57351, -6.04630], [1.51440, -2.12069, -5.16349], [1.11944, -1.27280, -4.15637], [-0.22001, -0.95229, -4.01676], [-1.18413, -1.39915, -4.93952], [-2.59258, -1.05523, -4.68703], [-2.92513, -0.44240, -3.71166], [-6.22783, -2.52926, -8.34699], [-6.91796, -1.37710, -6.16751], [-5.39216, -0.84229, -4.50051], [-3.85484, -3.24973, -8.54087], [0.72172, -3.23665, -6.89067], [2.57681, -2.40987, -5.19777], [1.82188, -1.10253, -3.35060], [-0.57828, -0.38691, -3.16465], [5.21146, 2.22964, 2.13716], [5.38804, 2.19236, 3.50895], [4.37004, 2.42862, 4.39120], [3.11647, 2.66363, 3.84791], [2.93172, 2.80552, 2.51697], [3.99583, 2.51218, 1.60139], [1.56758, 3.24038, 2.01122], [1.42888, 3.29581, 0.81243], [0.41756, 3.40623, 2.97135], [-0.82011, 3.71932, 2.45643], [-1.91315, 3.76812, 3.34058], [-1.73307, 3.56926, 4.71440], [-0.44863, 3.29202, 5.23796], [0.58057, 3.12385, 4.30288], [1.94857, 2.71186, 4.79671], [2.12925, 2.55682, 5.95247], [6.09267, 2.07802, 1.58930], [6.32355, 1.89057, 3.86340], [4.40755, 2.45384, 5.43444], [3.85009, 2.56096, 0.55202], [-0.93865, 3.93560, 1.42930], [-2.91426, 3.98059, 3.08169], [-2.55511, 3.58973, 5.39914], [-0.28546, 3.10929, 6.28172], [-7.93834, 3.04060, -1.67416], [-6.70543, 3.71819, -1.83179], [-5.91670, 4.10309, -0.78722], [-6.46175, 3.93319, 0.53660], [-7.69589, 3.30007, 0.67500], [-8.42027, 2.82642, -0.43300], [-8.33375, 3.13039, 2.04094], [-9.48142, 2.76775, 2.14283], [-7.49861, 3.36799, 3.24490], [-7.97461, 3.03675, 4.56432], [-7.26551, 3.43650, 5.66567], [-6.13217, 4.21536, 5.50450], [-5.65563, 4.57375, 4.21839], [-6.33237, 4.10171, 3.13283], [-5.79891, 4.40305, 1.77681], [-4.74313, 5.01491, 1.66361], [-8.39735, 2.58757, -2.55974], [-6.30229, 3.94145, -2.81097], [-4.98445, 4.52234, -0.92454], [-9.40658, 2.29059, -0.16995], [-8.88244, 2.37350, 4.63169], [-7.61584, 3.22544, 6.66857], [-5.49730, 4.47743, 6.32395], [-4.73329, 5.03987, 3.96605], [1.98408, -6.03651, -5.17908], [2.78363, -5.71009, -4.11174], [2.31207, -4.96661, -3.03778], [0.98652, -4.63998, -2.94150], [0.12346, -4.90921, -4.02069], [0.66030, -5.61309, -5.14611], [-1.35282, -4.69875, -3.83020], [-2.06624, -4.92542, -4.77872], [-1.85413, -4.04893, -2.60797], [-3.21924, -3.79494, -2.52501], [-3.72528, -3.09239, -1.40330], [-2.82539, -2.65882, -0.45471], [-1.47181, -2.96907, -0.54731], [-0.96116, -3.73907, -1.58853], [0.47888, -3.97914, -1.69422], [1.25793, -3.68666, -0.79917], [2.42149, -6.64485, -5.99160], [3.71508, -6.18760, -3.96874], [2.95059, -4.78588, -2.15540], [-0.08191, -5.87292, -5.92249], [-3.94281, -4.12320, -3.27820], [-4.74697, -2.79131, -1.49426], [-3.09977, -2.06516, 0.40290], [-0.81737, -2.52779, 0.22281], [1.18971, -3.99785, 8.56871], [2.54232, -4.17378, 8.91840], [3.50879, -4.16471, 7.93587], [3.14596, -4.08822, 6.56580], [1.81068, -3.96005, 6.22360], [0.84407, -3.94180, 7.22690], [1.42857, -3.65405, 4.83014], [0.33875, -3.16657, 4.56858], [2.49342, -3.91502, 3.74879], [2.12168, -3.73373, 2.39243], [3.10906, -3.77448, 1.45256], [4.42003, -4.15231, 1.75484], [4.83859, -4.35875, 3.08343], [3.84037, -4.18177, 4.08064], [4.17997, -4.37318, 5.56349], [5.29516, -4.68579, 5.88812], [0.36645, -4.00459, 9.33086], [2.80817, -4.37656, 9.98041], [4.57434, -4.16435, 8.25071], [-0.16077, -3.82150, 6.87087], [1.11249, -3.35699, 2.19751], [2.78184, -3.65389, 0.39039], [5.11775, -4.20514, 0.87199], [5.82017, -4.56015, 3.43294], [-0.38363, -0.33839, 8.07841], [0.52877, -0.48824, 9.15618], [1.86827, -0.56475, 8.97822], [2.33105, -0.43892, 7.64819], [1.44416, -0.38633, 6.56617], [0.05947, -0.31964, 6.77106], [1.90789, -0.34902, 5.15138], [1.18185, 0.06958, 4.26143], [3.29340, -0.78410, 4.84411], [3.73448, -0.90934, 3.58905], [5.09784, -0.99783, 3.32956], [6.01207, -1.08209, 4.34780], [5.58409, -1.00722, 5.67772], [4.24967, -0.78144, 5.91982], [3.76028, -0.56567, 7.34051], [4.56993, -0.41963, 8.23273], [-1.45409, -0.32291, 8.30077], [0.11373, -0.53376, 10.17200], [2.58367, -0.60810, 9.78575], [-0.52300, -0.22337, 5.81636], [3.02076, -0.84082, 2.74288], [5.29168, -1.04176, 2.24140], [7.04220, -1.30840, 4.16040], [6.30586, -0.93304, 6.52292], [-4.34010, 0.77021, 4.39390], [-3.23188, -0.25031, 4.25452], [-3.39316, -1.26165, 5.38621], [-3.20236, -0.68223, 2.91919], [-4.22614, 1.49082, 3.65233], [-4.28522, 1.33421, 5.34635], [-5.27914, 0.23573, 4.27223], [-2.27671, 0.31474, 4.44950], [-2.99492, -0.84126, 6.27504], [-2.87143, -2.18942, 5.06189], [-4.47661, -1.43420, 5.58391], [-2.72047, -1.53495, 2.96085], [5.57544, -1.90686, -3.06476], [5.62700, -2.15836, -1.53457], [4.62999, -1.31828, -0.73619], [5.19852, -3.58809, -1.34364], [4.54129, -1.91933, -3.39384], [6.05666, -2.70750, -3.57037], [5.92269, -0.88894, -3.43145], [6.61324, -2.02705, -1.19129], [4.39213, -1.63403, 0.29534], [3.66333, -1.16711, -1.29065], [5.09016, -0.32166, -0.59766], [5.93531, -4.09837, -1.77646], [-5.13750, 0.29984, -0.22678], [-6.13851, -0.35350, 0.76155], [-7.33764, -0.82752, 0.09312], [-5.52657, -1.57190, 1.35966], [-4.75617, -0.37776, -0.97656], [-4.26438, 0.61909, 0.44407], [-5.60478, 1.15751, -0.70867], [-6.26842, 0.46617, 1.51399], [-7.73233, -0.13119, -0.62275], [-8.23911, -0.93760, 0.73945], [-7.17291, -1.80684, -0.39874], [-4.86684, -1.32543, 2.03710], [4.51970, 4.18745, -3.53890], [4.36000, 2.78068, -3.07999], [3.04600, 1.97167, -3.24719], [5.39353, 2.01114, -3.68368], [3.58233, 4.85497, -3.52646], [4.71175, 4.08562, -4.63504], [5.42550, 4.57073, -3.00463], [4.62099, 2.73189, -2.02000], [2.23304, 2.57175, -2.86624], [3.11558, 1.05071, -2.63094], [2.85706, 1.58524, -4.31755], [5.81633, 2.45186, -4.41040], [-1.80168, -5.67313, 2.37154], [-2.63126, -4.51724, 3.01107], [-3.00008, -4.86657, 4.45974], [-2.00548, -3.25375, 2.94711], [-2.38448, -6.60518, 2.28090], [-0.97834, -5.85858, 3.07497], [-1.45134, -5.39258, 1.37615], [-3.53629, -4.30766, 2.41669], [-3.59887, -5.73164, 4.56987], [-3.49397, -4.10396, 5.00796], [-2.11710, -5.05725, 5.10021], [-1.24562, -3.19181, 3.50571], [1.36761, -0.00893, 0.34949], [0.10380, 0.31029, 1.05217], [-0.93639, 0.86164, 0.10099], [-0.36422, -0.81234, 1.78191], [2.23857, -0.01474, 1.06951], [1.69330, 0.77359, -0.38572], [1.38614, -1.02039, -0.05147], [0.19168, 1.08434, 1.79832], [-1.19113, 0.20181, -0.76504], [-0.55519, 1.73834, -0.40676], [-1.81842, 1.08929, 0.67131], [0.07958, -0.73868, 2.61314], [-6.27809, 2.65522, -5.16521], [-5.04671, 1.89266, -4.51840], [-3.93588, 2.88491, -4.15434], [-5.53871, 1.13120, -3.37225], [-6.68270, 3.43845, -4.55700], [-7.12038, 1.91113, -5.52780], [-5.95946, 3.09979, -6.11682], [-4.63381, 1.19299, -5.24362], [-4.17977, 3.51899, -3.31278], [-3.82922, 3.63136, -4.92918], [-2.98806, 2.42812, -3.98793], [-4.85061, 0.51744, -3.08212]], "mulliken_charge": [-0.347, -0.855, -0.744, 0.347, 0.691, -0.386, 0.156, -0.608, 0.531, -0.648, -0.510, -0.824, -0.382, 0.120, 0.589, -0.600, 0.267, 0.598, 0.461, 0.321, 0.513, 0.438, 0.365, 0.573, -0.378, -0.900, -0.614, 0.216, 0.509, -0.715, 0.706, -0.692, 0.127, -0.278, -0.953, -0.146, -1.164, 0.782, 0.437, -0.715, 0.347, 0.467, 0.729, 0.433, 0.396, 0.457, 0.449, 0.506, -1.255, -0.454, -1.567, 1.601, 0.134, -0.663, -0.182, -0.707, 1.843, -0.739, -1.018, 0.401, -0.874, 0.378, 0.211, -0.727, 0.338, 0.382, 0.977, 0.525, 0.641, 0.312, 0.129, 0.435, -0.141, -0.401, -1.624, 0.183, 0.657, -1.345, 0.679, -0.719, 0.353, -0.905, 0.154, -0.814, -1.022, 0.176, 0.695, -0.749, 0.673, 0.757, 0.710, 0.817, 0.690, 0.288, 0.534, 0.587, -0.141, -0.213, -1.272, 0.530, 0.665, -0.902, 0.348, -0.642, 0.577, -0.757, -0.785, -0.808, -0.541, 0.467, 0.328, -0.787, 0.347, 0.363, 0.737, 0.302, 0.379, 0.440, 0.428, 0.775, -0.996, -0.822, -0.248, 0.116, 1.079, -0.399, -0.179, -0.715, 0.983, -0.632, -0.694, -0.310, 0.506, -0.201, -0.120, -0.220, 0.384, 0.566, 0.205, 0.509, 0.435, 0.638, 0.462, -0.526, -0.536, -0.855, -0.659, 0.601, 0.680, -0.860, 0.441, -1.006, -0.403, -1.072, 0.345, -0.239, -0.923, 0.903, 0.062, -0.667, 0.393, 0.352, 0.441, 0.486, 0.312, 0.709, 0.349, 0.576, -0.838, -0.743, -0.974, 0.678, 1.028, 0.234, -1.117, 0.073, 0.767, 0.972, -0.506, -0.332, -0.889, 0.420, 0.052, -0.706, 0.478, 0.380, 0.591, -0.281, -0.641, -0.415, 0.969, 0.410, -2.073, 2.840, -0.426, 1.226, 0.185, 0.459, 0.500, -1.500, 0.234, -0.558, 0.459, -0.731, -1.235, 0.183, 1.273, -0.419, 0.097, 0.576, 0.073, 0.624, -1.121, -0.904, 0.421, 0.297, 1.406, 1.480, -1.571, -0.583, -0.855, -0.313, -0.327, -0.312, 0.308, 0.353, 0.284, 0.071, -1.265, 1.219, -0.555, -0.382, 0.310, 0.382, 0.339, -0.533, 0.442, -0.332, 0.233, 0.229, -1.069, 0.705, -1.626, 0.674, 0.423, 0.219, 0.061, 0.375, 0.563, 0.400, 0.149, -0.540, 1.001, 2.592, -1.627, 1.264, -1.038, 0.223, -0.634, -0.862, -0.498, 0.678, 0.181, -1.174, -0.978, 2.271, -1.253, -0.500, 0.339, 0.250, -0.098, -0.527, 0.067, 0.336, 0.260, -0.240], "spin_multiplicity": 1, "homo_ha": -0.337, "e_lumo_ev": -1.2, "homo_lumo_gap_ev": 7.94, "molar_mass_g_mol": 2086.4}

---

Entry 2:
{"formula": "C4H14N4", "method": "ωB97M-V with the def2-TZVPD basis set", "elements": ["C", "C", "C", "C", "N", "N", "N", "N", "H", "H", "H", "H", "H", "H", "H", "H", "H", "H", "H", "H", "H", "H"], "positions_angstrom": [[-7.61450, 0.81839, 0.84095], [3.94294, -2.02873, 0.08854], [5.92911, 0.18623, 0.31301], [3.94629, 1.90830, -0.53826], [-8.20392, 0.37395, -0.20127], [3.73571, -0.66084, -0.18363], [-8.36347, -0.89024, -0.55695], [4.56799, 0.20146, -0.07669], [-7.48949, 1.87843, 0.98021], [-7.23740, 0.14085, 1.59640], [4.45731, -2.48582, -0.76179], [4.55125, -2.21902, 0.97754], [2.96532, -2.49671, 0.17944], [6.22859, -0.78969, 0.70218], [6.55730, 0.43292, -0.54705], [6.10754, 0.95341, 1.06887], [4.18256, 2.49297, 0.33674], [4.53048, 2.13985, -1.41403], [2.89976, 1.72984, -0.71739], [-8.55189, 1.04567, -0.89767], [-8.12965, -1.61660, 0.10975], [-9.01184, -1.11460, -1.29889]], "mulliken_charge": [-0.090, -0.735, -0.676, -0.534, 0.235, -0.444, -0.488, 0.530, 0.273, 0.234, 0.390, 0.329, 0.282, 0.353, 0.316, 0.278, 0.315, 0.324, 0.273, 0.306, 0.258, 0.272], "spin_multiplicity": 1, "homo_ha": -0.611, "e_lumo_ev": -6.2, "homo_lumo_gap_ev": 10.46, "total_charge": 2, "molar_mass_g_mol": 118.2}

---

Entry 3:
{"formula": "C6H12N2O", "method": "ωB97M-V with the def2-TZVPD basis set", "elements": ["C", "C", "C", "N", "C", "N", "C", "C", "O", "H", "H", "H", "H", "H", "H", "H", "H", "H", "H", "H", "H"], "positions_angstrom": [[-1.83276, 0.14979, 1.38400], [-1.19150, 0.67020, 0.12968], [-0.62895, -0.05996, -0.89748], [-0.61690, 0.40965, -2.18215], [0.47986, -0.99325, -0.52136], [0.15880, -2.24948, 0.08575], [1.04204, 0.06660, 0.60625], [1.97695, 1.11260, 0.04504], [1.13385, -0.35380, 1.75159], [-1.12058, 0.12740, 2.20584], [-2.66540, 0.79141, 1.67367], [-2.19075, -0.87423, 1.28194], [-1.63414, 1.61228, -0.18929], [-1.11649, 1.26463, -2.37326], [0.17626, 0.21706, -2.77313], [1.15699, -1.12766, -1.37212], [0.85307, -2.64991, 0.70551], [-0.63579, -2.19972, 0.72296], [2.90424, 0.63384, -0.26901], [2.20321, 1.85005, 0.81342], [1.54800, 1.60251, -0.82785]], "mulliken_charge": [-1.248, -0.426, 0.351, -0.438, -0.041, -0.643, 0.855, -1.289, -0.611, 0.297, 0.379, 0.268, 0.298, 0.220, 0.234, 0.282, 0.309, 0.243, 0.305, 0.367, 0.289], "spin_multiplicity": 1, "homo_ha": -0.290, "smiles": "C/C=C(/N)[C@H](N)C(C)=O", "e_lumo_ev": 0.6, "homo_lumo_gap_ev": 8.52, "molar_mass_g_mol": 128.2}